1.
The following is a quantum chemistry calculation of 2 unconnected molecules or ions with the total composition C4H8, from the OMol25 dataset.

Geometry as XYZ:
```
12
Properties=species:S:1:pos:R:3:lowdin_charge:R:1
C -0.280 -0.551 0.987 -0.16
C -1.063 0.487 0.194 -0.20
H 1.476 -1.417 -0.222 0.11
H 1.058 0.188 0.827 0.12
H -0.894 1.544 0.476 0.10
C 0.778 -0.601 -0.041 -0.33
H -2.144 0.339 0.077 0.10
H -0.656 -0.680 -1.640 0.11
H 0.242 0.877 -1.652 0.10
H 1.913 0.493 -0.027 0.16
H -0.217 -0.713 2.064 0.09
C -0.174 0.084 -1.021 -0.18
```

HOMO-LUMO gap in hartree: 0.2971
Molecular weight in u: 56.108
Relative energy (zero: lowest compared OMol25 entry of this formula, charge and spin) in eV: 5.624
LUMO level in eV: 0.99



2.
The following is a quantum chemistry calculation of a molecular structure, C50H125N8O17Zn, from the OMol25 dataset.

Geometry as XYZ:
```
201
Properties=species:S:1:pos:R:3:lowdin_charge:R:1
C 4.629 -5.880 1.782 -0.11
C -9.936 -5.226 -3.066 -0.10
H 5.468 -7.129 -1.325 0.10
O 5.815 -0.392 0.356 -0.18
O -0.818 6.930 -3.651 -0.23
H -7.147 -2.738 -1.840 0.11
C -0.968 3.481 4.053 -0.20
H 4.925 -6.875 1.423 0.07
H 5.282 -5.160 1.274 0.08
H -2.611 0.361 1.558 0.06
H 4.879 -5.780 2.837 0.09
H -2.916 2.648 -5.445 0.14
H 2.371 -4.105 -3.110 0.08
H 7.085 -9.188 1.267 0.09
H 4.059 -0.082 1.390 0.11
C -6.194 0.502 5.113 -0.21
C -9.491 -0.988 4.558 -0.11
H -2.088 8.452 -4.377 0.09
Zn 0.386 1.726 -3.975 0.90
H 5.894 -7.214 -2.990 0.11
H 1.231 -1.179 -1.537 0.08
H -0.333 -6.115 -0.940 0.07
H -1.669 9.638 4.762 0.09
H -7.526 -4.191 -3.705 0.12
N 6.945 -5.700 -2.043 -0.06
H 7.834 -5.650 -1.574 0.11
H -0.226 2.988 2.163 0.10
C -1.132 7.955 -4.571 -0.09
H 2.196 3.408 1.569 0.08
H -1.904 2.936 3.899 0.10
H -2.007 -1.352 1.974 0.08
C 3.316 1.774 -3.098 -0.07
C -0.741 7.395 -2.311 -0.20
C -2.586 0.434 -4.181 -0.04
H -5.173 -3.212 -2.226 0.12
C -1.099 8.982 4.098 -0.12
C 5.104 -0.636 -0.836 -0.09
H -1.183 4.590 0.549 0.11
H -0.740 3.437 5.126 0.13
H -0.259 -3.220 -0.299 0.10
H -0.399 -0.785 -1.134 0.09
C 0.567 -0.316 -1.378 -0.40
H 0.180 1.782 3.424 0.12
H 0.019 8.175 -2.234 0.13
H 4.501 -5.389 -3.154 0.12
C -5.586 -2.038 -3.960 -0.20
H -2.063 -4.944 1.540 0.13
H 6.593 -3.605 -1.826 0.12
H 1.015 5.519 -4.061 0.12
H 1.078 -0.263 0.746 0.07
H 5.802 -8.601 0.177 0.06
N -5.748 0.548 3.736 -0.07
H 2.151 4.182 -2.316 0.13
H -3.794 -2.906 -3.253 0.13
H 3.241 4.386 -3.679 0.14
H -5.108 -1.263 -4.561 0.10
H -9.688 -2.018 4.270 0.09
O -2.049 0.086 3.493 -0.19
H -1.896 -6.828 -1.414 0.09
H -3.131 7.480 4.587 0.12
C -4.013 3.784 1.083 -0.08
H -4.848 4.466 1.232 0.10
O 1.340 3.489 3.455 -0.17
H 1.350 4.287 -5.284 0.13
N -6.890 -1.502 -3.558 -0.06
H 11.067 2.273 2.192 0.08
H 11.908 0.823 2.766 0.08
H 0.599 5.879 -1.689 0.11
C -1.089 3.760 -4.878 -0.17
H -0.936 -0.008 1.746 0.06
H -8.491 -1.742 -2.204 0.13
H 3.310 3.378 2.909 0.09
C 1.067 0.395 -0.133 -0.09
H -1.932 5.496 5.445 0.12
C -2.229 5.530 4.389 -0.21
H -3.706 -1.221 3.672 0.13
H 2.331 -3.551 0.640 0.13
C -3.511 -1.610 -0.992 -0.10
C 2.293 3.938 -3.373 -0.15
H -4.100 1.806 3.871 0.11
H -0.534 4.236 -3.000 0.09
H 8.000 -0.805 3.821 0.12
H -3.328 -0.691 -0.431 0.08
H -10.629 -5.533 -2.285 0.09
C -8.349 -3.528 -3.401 -0.25
H -3.314 -0.197 5.035 0.12
H 2.252 -6.528 0.051 0.13
H 2.370 1.920 2.548 0.08
H -8.062 1.219 4.510 0.12
C -4.369 0.844 3.427 -0.22
H 11.305 1.957 3.946 0.08
H -1.341 -6.863 0.297 0.09
N 6.946 0.749 2.845 -0.06
O 3.251 -5.705 1.614 -0.18
C 3.000 -3.246 -3.354 -0.09
H -8.837 -3.231 -4.337 0.13
H 7.063 -9.012 -2.322 0.12
C 7.764 0.263 3.941 -0.23
H -6.151 -0.160 3.140 0.11
H -5.732 -2.914 -4.594 0.12
N -1.218 4.851 3.590 -0.06
H 9.561 0.658 4.990 0.12
H 0.865 -4.532 1.914 0.11
H 7.194 0.376 4.870 0.12
C 5.090 0.299 1.344 -0.24
O -1.672 1.529 -4.130 -0.26
H -2.605 7.147 2.951 0.12
H 7.514 0.746 2.005 0.11
H -2.628 -2.148 -1.333 0.08
H 5.485 -4.104 -3.855 0.13
C 5.021 -4.453 -2.922 -0.22
H -1.435 4.797 -4.952 0.13
H -9.857 -0.290 3.798 0.09
H -1.732 7.746 -2.000 0.13
H -0.252 3.635 -0.597 0.11
C 5.698 0.006 2.709 -0.21
C 1.834 -4.426 0.188 -0.21
H -0.353 6.559 -0.365 0.13
H 4.221 -1.222 -0.566 0.09
H -4.028 -2.183 -0.213 0.09
H -10.032 -0.772 5.486 0.09
H -2.909 3.187 -3.897 0.13
C 2.783 -5.597 0.279 -0.21
O 2.213 2.532 -3.588 -0.27
H -2.137 2.373 0.220 0.11
N -1.385 5.138 -1.514 -0.07
H -0.341 8.710 -4.561 0.09
H -4.291 0.902 2.345 0.09
H -3.203 5.046 4.292 0.12
C 11.085 1.511 2.973 -0.11
C -1.364 -6.290 -0.632 -0.10
H -2.601 -0.021 -5.176 0.11
H 3.486 1.924 -2.028 0.08
H -8.048 0.517 6.198 0.12
H -0.338 5.352 3.674 0.11
C 9.047 1.049 4.107 -0.22
H 5.020 0.473 3.437 0.11
H 1.639 -4.100 -0.836 0.10
H -1.486 9.127 3.080 0.08
H 5.020 1.368 1.128 0.12
C -4.676 -2.430 -2.807 -0.24
H -2.230 -0.299 -3.462 0.09
H -4.425 2.806 1.356 0.07
H 3.589 -5.503 -0.454 0.09
O 0.520 0.499 -2.490 -0.32
C 6.322 -7.015 -2.001 -0.21
C -0.426 -3.666 0.684 -0.18
H 2.471 -2.338 -3.067 0.07
H -6.722 -0.659 -3.020 0.10
O -1.122 7.607 4.400 -0.19
O 7.786 -8.334 -0.487 -0.16
C -2.355 3.157 -0.520 -0.21
H 5.671 -1.053 2.983 0.12
N -0.083 3.757 -3.798 -0.06
H -5.754 -0.297 5.718 0.12
H -0.382 -2.836 1.398 0.10
O -9.235 -4.132 -2.500 -0.19
N 0.612 -4.697 0.945 -0.04
C 7.398 -8.099 -1.816 -0.22
O 4.161 -3.388 -2.552 -0.23
H -10.551 -4.883 -3.907 0.09
C 0.097 2.850 3.203 -0.23
H -2.310 5.551 -1.431 0.13
H 6.682 -10.051 -0.184 0.09
H 5.559 -4.654 -0.862 0.09
O 9.853 0.817 2.951 -0.20
H 3.116 0.729 -3.309 0.09
H -9.249 -6.002 -3.413 0.09
C -1.818 -4.314 0.678 -0.22
H -3.210 4.018 1.790 0.07
C 6.079 -4.565 -1.821 -0.20
H 8.267 -7.786 -2.396 0.13
H 0.479 1.260 0.183 0.05
C -7.711 -2.328 -2.692 -0.21
C 6.804 -9.038 0.227 -0.12
C -2.201 2.757 -4.623 -0.18
H -1.219 7.495 -5.554 0.09
H 8.838 2.122 4.114 0.13
H -2.396 2.649 -1.486 0.12
H 4.773 0.337 -1.226 0.06
C -1.927 -0.272 2.124 -0.10
H -0.064 9.322 4.064 0.09
O -4.360 -1.259 -2.075 -0.19
C -2.341 6.990 4.003 -0.23
C -0.399 6.228 -1.407 -0.19
C -3.378 -0.212 3.947 -0.19
C -1.210 4.148 -0.457 -0.20
C 1.151 4.445 -4.224 -0.16
H -3.621 0.688 -3.953 0.10
H 3.271 -3.163 -4.409 0.09
O -3.585 3.773 -0.257 -0.17
O -8.088 -0.873 4.690 -0.19
H -2.536 -3.491 0.760 0.08
C -7.717 0.412 5.162 -0.23
H 2.125 0.672 -0.182 0.05
C 2.333 3.015 2.587 -0.12
H -0.654 3.505 -5.853 0.13
O -2.062 -5.061 -0.493 -0.20
H 5.651 -1.109 -1.646 0.08
H 4.322 2.009 -3.463 0.11
H -5.958 1.492 5.516 0.12
```

Total charge: +1
HOMO-LUMO gap in hartree: 0.2476
Molecular weight in u: 1175.979
Relative energy (zero: lowest compared OMol25 entry of this formula, charge and spin) in eV: 0.000
LUMO level in eV: -3.21